58
Properties=species:S:1:pos:R:3:nbo_charge:R:1 method="wB97M-V/def2-TZVPD" smiles=Fc1cnc(N2CCN(c3ccccc3)CC2)nc1N1CCN(c2ccccc2)CC1 lumo_energy_ev=0.61 homo_energy_ev=-7.65 homo_lumo_gap_ev=8.258
C -4.286 0.497 -2.577 -0.31
C 5.115 1.606 0.708 0.27
H 2.304 0.500 -1.631 0.20
C 5.997 3.719 1.481 -0.19
C 4.094 -0.622 0.819 -0.22
N 1.939 -0.979 -0.238 -0.41
C -2.370 0.569 0.438 -0.22
H 5.819 4.702 1.894 0.21
H 3.647 -0.720 1.823 0.18
H -4.715 -2.028 0.182 0.21
H 6.610 0.231 0.003 0.21
C 0.121 -3.354 1.549 0.04
H 0.841 0.724 -0.625 0.24
H -5.850 -0.807 -5.280 0.21
H -3.818 1.902 -0.464 0.22
H -5.745 -1.051 1.254 0.19
N 4.058 0.761 0.387 -0.47
C 4.922 2.885 1.236 -0.30
C -3.649 -1.033 1.769 -0.23
H -3.594 -1.993 2.272 0.25
C -1.110 -2.753 1.655 0.20
C -4.780 -1.082 0.729 -0.21
H 3.737 -1.440 -1.150 0.19
H -4.103 0.832 -4.670 0.21
H 3.929 3.232 1.478 0.21
H -3.504 1.207 -2.356 0.21
F -2.110 -3.438 2.287 -0.34
H -1.883 0.416 -0.529 0.22
H -3.865 -0.273 2.531 0.19
C 6.427 1.202 0.437 -0.28
C 0.929 -1.565 0.440 0.59
H 2.226 1.245 1.337 0.17
C -4.932 -0.199 -1.551 0.27
C -5.922 -1.122 -1.913 -0.30
C -6.242 -1.338 -3.238 -0.18
H 8.497 1.701 0.473 0.21
C 3.287 -1.487 -0.153 -0.23
H 5.123 -0.973 0.869 0.21
H -7.011 -2.055 -3.486 0.21
H -1.773 1.293 1.006 0.20
N -0.227 -0.900 0.507 -0.58
C 7.289 3.304 1.217 -0.25
H 8.126 3.957 1.414 0.21
N -2.400 -0.709 1.128 -0.40
H 0.286 -4.339 1.965 0.21
C 1.883 0.408 -0.624 -0.22
C 7.494 2.038 0.694 -0.19
H 3.244 -2.520 0.191 0.25
N 1.154 -2.781 0.953 -0.55
H -6.462 -1.658 -1.149 0.21
C -4.621 0.280 -3.899 -0.17
C -3.803 1.075 0.244 -0.22
C -5.596 -0.639 -4.244 -0.26
H -4.201 1.455 1.192 0.19
C -1.279 -1.462 1.108 0.40
H 2.716 2.295 -0.025 0.21
C 2.705 1.269 0.344 -0.23
N -4.668 0.018 -0.211 -0.46


61
Properties=species:S:1:pos:R:3:lowdin_spin:R:1 method="wB97M-V/def2-TZVPD" lumo_energy_ev="-1.29 / -1.34" homo_energy_ev="-5.87 / -5.86" spin_multiplicity=5 homo_lumo_gap_ev="4.578 / 4.522" e_above_lowest_ev=0.0000
H -2.105 -2.433 -3.510 0.00
C -0.196 -2.595 3.071 0.00
C -1.263 -2.890 -2.964 0.00
H -5.196 -1.548 -1.990 0.00
H 3.010 3.790 4.656 0.00
H -0.375 0.323 4.226 0.00
O -0.358 2.237 2.838 0.08
C -4.196 0.203 -2.772 0.00
H 0.362 -4.440 2.114 0.00
H 2.317 -2.162 -2.694 0.00
C 4.306 2.971 3.132 0.00
N -0.892 -1.034 -0.784 0.01
C -2.120 0.984 -1.703 0.00
O 0.251 3.675 4.444 0.02
C -1.133 3.116 -2.519 0.00
C 3.069 3.253 3.702 0.00
C -1.127 -0.458 3.927 0.00
C -1.082 1.983 -1.502 0.00
N -0.469 -0.731 1.545 0.03
C 0.417 -0.255 -3.381 0.00
O -0.174 2.005 -0.591 0.05
H -0.681 -3.477 -3.683 0.00
H 4.227 -0.590 -0.674 0.00
H -1.666 -3.521 -2.153 0.00
C 3.141 0.575 0.444 0.00
H -0.344 3.838 -2.345 0.00
N 2.099 1.912 1.994 0.03
H -1.331 -1.135 4.783 0.00
H 0.023 -2.960 4.062 0.00
H -0.036 -3.571 -0.192 0.00
C 1.969 2.745 3.048 0.00
C -2.172 -0.218 -0.778 0.00
H -3.259 -2.019 -0.445 0.00
H 0.956 -0.758 -4.186 0.00
C -3.323 -1.103 -0.990 0.00
H 5.408 1.889 1.583 0.00
Fe 0.275 1.243 1.251 3.71
C 0.543 2.929 3.509 0.01
C 4.445 2.135 2.010 0.00
H 1.990 -2.165 -0.941 0.00
H -4.930 0.354 -3.532 0.00
C 1.613 -2.455 -1.914 0.00
C -0.117 -2.885 0.652 0.00
C 3.302 1.595 1.465 0.00
H 1.067 0.519 -2.873 0.00
H 1.582 -3.572 -2.006 0.00
C -3.106 1.104 -2.674 0.00
H -2.055 3.707 -2.500 0.00
H -1.068 2.715 -3.543 0.00
H -0.477 0.238 -3.840 0.00
C -0.608 -1.290 2.797 0.00
H -3.073 1.906 -3.426 0.00
O 4.370 0.137 0.018 0.00
C -4.354 -0.859 -1.877 0.00
H -2.042 0.070 3.639 0.00
C 0.032 -3.409 1.927 0.00
O 2.087 0.068 0.060 0.02
H 5.234 3.428 3.530 0.00
H -2.192 0.058 0.319 0.00
C -0.526 -1.532 0.477 0.00
Si -0.049 -1.640 -2.238 0.00


58
Properties=species:S:1:pos:R:3:nbo_charge:R:1 method="wB97M-V/def2-TZVPD" smiles="CC(C)[C@@H](C)COc1ccc2c(c1)Sc1ccccc1N2c1cccnc1.C[N+](=O)[O-]" lumo_energy_ev=0.22 homo_energy_ev=-7.64 homo_lumo_gap_ev=7.856 e_above_lowest_ev=5.3386
C 1.796 1.278 3.619 -0.20
C 0.948 -3.181 -5.132 -0.25
C -0.481 2.199 -1.058 -0.24
H 0.088 2.511 4.243 0.20
O 0.847 -0.115 7.360 -0.38
C 1.948 2.368 1.269 -0.06
C 0.588 0.222 -0.349 -0.21
C -0.409 -1.695 -3.942 0.09
H -1.366 -1.377 7.813 0.24
C 3.900 2.366 2.784 -0.61
C 0.511 -1.869 -4.948 -0.15
H 0.033 -2.384 8.301 0.24
C 0.222 1.528 -0.088 0.28
C 2.346 2.433 2.756 -0.24
C -0.833 1.566 -2.227 -0.20
C -0.506 0.252 -2.503 0.20
C 0.425 -4.141 -4.297 0.03
C 2.062 -0.143 3.002 -0.62
N 0.393 -1.050 6.735 0.54
H 0.873 -1.036 -5.539 0.24
H -2.694 -2.122 -4.786 0.22
H 2.679 -0.052 2.102 0.19
H -4.475 2.403 -4.278 0.22
C -3.060 -1.109 -4.653 -0.28
C -0.522 -1.967 7.466 -0.48
H -5.952 0.610 -5.159 0.22
C -4.362 -0.864 -5.031 -0.19
N -0.483 -3.983 -3.345 -0.40
O 0.539 2.149 1.095 -0.53
H 0.125 0.856 4.908 0.21
H -0.846 -2.746 6.786 0.23
N -0.890 -0.341 -3.742 -0.47
C -4.116 1.385 -4.414 -0.21
H -4.967 -1.683 -5.414 0.21
H -1.631 -2.527 -2.391 0.21
H 2.358 1.291 4.563 0.20
C -2.820 1.135 -4.052 -0.21
H 4.235 1.624 2.045 0.20
H 1.082 -0.560 2.751 0.21
C 0.300 1.461 4.018 -0.60
O 0.624 -1.295 5.569 -0.37
H 0.802 -5.159 -4.433 0.19
H 2.548 1.608 0.755 0.17
H 1.147 -0.285 0.430 0.22
S -1.769 2.450 -3.452 0.28
H 4.276 2.041 3.758 0.22
H -0.783 3.238 -0.944 0.23
C 0.238 -0.388 -1.525 -0.28
H -0.325 1.106 3.194 0.21
H 4.339 3.327 2.494 0.21
H 1.695 -3.417 -5.882 0.23
H 2.051 3.424 3.122 0.21
C -4.924 0.381 -4.901 -0.23
H 2.181 3.339 0.802 0.18
H 0.566 -1.414 -1.663 0.22
C -2.239 -0.129 -4.132 0.23
C -0.899 -2.732 -3.171 0.01
H 2.587 -0.785 3.712 0.22


59
Properties=species:S:1:pos:R:3:nbo_charge:R:1 method="wB97M-V/def2-TZVPD" smiles="CC(=O)c1c(C)[nH]c(C(=O)Nc2ccc(C)c(S(=O)(=O)Nc3ccc(C)cc3C)c2)c1C" lumo_energy_ev=0.55 homo_energy_ev=-8.43 homo_lumo_gap_ev=8.975 e_above_lowest_ev=0.5455
H 3.095 -0.422 1.097 0.40
C -0.732 2.869 0.182 -0.21
H -4.337 -2.641 -0.925 0.28
C -8.386 -2.114 -0.699 -0.71
O -3.577 2.679 0.538 -0.64
C -6.903 -2.176 -0.409 0.58
N -2.227 0.945 -0.115 -0.59
H 4.838 -3.423 1.726 0.23
H 3.985 -2.049 2.428 0.21
H 3.534 -2.646 0.821 0.23
C -8.183 0.695 0.647 -0.65
C 1.645 2.597 -0.223 0.00
H -8.821 0.720 -0.235 0.23
H 7.025 -2.840 1.178 0.20
H -8.615 -1.309 -1.391 0.22
S 2.710 0.152 -1.001 2.29
H 3.498 2.874 -1.216 0.25
H 3.630 2.724 0.529 0.24
C 3.029 3.149 -0.274 -0.66
C 9.073 -1.502 0.038 -0.63
C 7.209 0.130 -0.391 -0.22
C -0.965 1.531 -0.132 0.14
H -3.101 -1.923 0.094 0.22
C 0.551 3.381 0.134 -0.20
N 3.620 0.125 0.429 -0.87
H 3.017 4.232 -0.174 0.22
H -3.297 -1.377 -1.589 0.21
C 1.391 1.266 -0.529 -0.26
H -8.696 -3.066 -1.125 0.24
N -5.796 1.186 0.425 -0.46
C -4.819 -0.696 -0.246 0.04
H -1.562 3.499 0.458 0.26
C -3.429 1.516 0.194 0.66
H -8.178 1.687 1.094 0.22
O 3.506 0.707 -2.052 -0.93
C -6.226 -0.908 -0.125 -0.26
H 9.372 -2.085 0.906 0.22
H 0.708 4.421 0.377 0.22
C -4.586 0.627 0.096 -0.03
H -0.001 -0.309 -0.744 0.24
C 5.367 -1.542 0.859 -0.04
C -6.793 0.300 0.298 0.23
H 7.916 0.779 -0.887 0.21
O -6.317 -3.239 -0.436 -0.56
H -8.936 -1.954 0.225 0.23
C 4.962 -0.311 0.333 0.18
C 6.704 -1.892 0.767 -0.20
C -3.824 -1.711 -0.695 -0.67
H -8.618 -0.002 1.360 0.23
H -2.244 -0.030 -0.378 0.41
C 5.885 0.513 -0.295 -0.21
C 0.121 0.733 -0.487 -0.23
H 9.729 -0.640 -0.053 0.22
O 2.141 -1.155 -1.204 -0.95
C 7.640 -1.074 0.148 -0.01
C 4.372 -2.468 1.497 -0.65
H -5.860 2.149 0.724 0.44
H 5.551 1.444 -0.721 0.22
H 9.208 -2.124 -0.848 0.22


no.,energy (eV)
1,-36984.482
2,-82300.607
3,-46770.779
4,-48823.043